Record 1
23
Properties=species:S:1:pos:R:3 method="wB97M-V/def2-TZVPD" de_lowest_ev=1.8909 e_lumo_ha="-0.127 / -0.314" e_tot_ev=-11003.9980 multiplicity=2 max_force_ev_per_a=2.254 e_homo_ev="-14.76 / -13.60" total_charge=+1
C 1.70 0.64 0.31
C 1.06 -0.23 1.43
C -0.41 -0.45 1.24
C -0.79 -1.70 0.83
C -1.32 0.64 1.63
N 1.62 0.12 -1.02
H 1.28 1.65 0.33
H 2.76 0.75 0.55
H 1.55 -1.15 1.73
H 1.21 0.42 2.30
H -1.83 -1.99 0.90
H -0.13 -2.52 0.58
H -1.11 1.52 1.02
H -1.27 1.02 2.65
H -2.37 0.36 1.48
H 2.41 -0.36 -1.41
H 0.73 -0.36 -1.22
H 0.14 1.13 -2.26
H -0.79 2.35 -2.13
O -0.73 1.47 -2.48
H -1.68 -1.56 -1.72
H -1.09 -0.41 -2.51
O -0.92 -1.34 -2.24


Record 2
24
Properties=species:S:1:pos:R:3 method="wB97M-V/def2-TZVPD" de_lowest_ev=2.6221 smiles="C=C/C(N)=C/C.O.O.O" e_lumo_ha=0.017 e_tot_ev=-13059.1582 multiplicity=1 max_force_ev_per_a=1.961 e_homo_ev=-7.73
C -1.59 -0.26 2.53
C -1.86 -1.05 1.49
C -0.77 -1.39 0.49
N 0.30 -2.08 1.02
C -0.92 -0.96 -0.77
C -0.15 -1.53 -1.92
H -0.59 0.15 2.54
H -2.34 0.01 3.26
H -2.74 -1.63 1.25
H 0.83 -2.79 0.56
H 0.25 -2.15 2.02
H -1.81 -0.44 -1.10
H -0.64 -2.39 -2.38
H 0.87 -1.82 -1.66
H 0.03 -0.82 -2.73
O 0.01 3.06 0.13
H -0.62 3.46 -0.50
H 0.34 3.59 0.83
O 2.99 1.50 -0.21
H 2.19 1.27 0.28
H 3.24 2.41 -0.24
O 0.80 1.35 -1.98
H 0.42 1.27 -1.12
H 1.76 1.24 -1.79


Record 3
24
Properties=species:S:1:pos:R:3 method="wB97M-V/def2-TZVPD" de_lowest_ev=1.1072 smiles="CCCC(=O)NC.O.O" e_lumo_ha=0.015 e_tot_ev=-13060.6731 multiplicity=1 max_force_ev_per_a=2.103 e_homo_ev=-10.13
C -1.54 0.52 -2.77
C -0.98 1.13 -1.46
C -0.73 0.09 -0.38
C 0.43 0.41 0.51
O 1.05 1.47 0.47
N 0.92 -0.55 1.36
C 0.72 -2.00 1.35
H -1.36 1.31 -3.48
H -2.62 0.52 -2.79
H -0.95 -0.25 -3.25
H -0.02 1.57 -1.73
H -1.66 1.92 -1.19
H -0.57 -0.93 -0.69
H -1.62 0.07 0.27
H 1.76 -0.34 1.86
H 1.56 -2.49 0.86
H -0.13 -2.27 0.75
H 0.48 -2.40 2.33
O 3.58 0.99 -0.66
H 3.49 0.50 -1.47
H 2.79 0.87 -0.11
O -1.71 0.21 3.65
H -2.09 -0.57 3.24
H -0.79 0.20 3.35


Record 4
25
Properties=species:S:1:pos:R:3 method="wB97M-V/def2-TZVPD" de_lowest_ev=2.4354 smiles="CSCC[C@H](N)C=O.O.O" e_lumo_ha=0.017 e_tot_ev=-23894.4625 multiplicity=1 max_force_ev_per_a=2.952 e_homo_ev=-8.44
C 3.18 -2.00 -0.01
S 1.98 -0.94 0.85
C 0.72 -0.59 -0.49
C -0.25 0.37 0.15
C -1.65 -0.22 0.43
N -2.18 -0.93 -0.74
C -2.48 0.91 1.08
O -2.28 1.09 2.25
H 2.72 -2.43 -0.94
H 3.54 -2.80 0.63
H 4.03 -1.40 -0.44
H 1.20 -0.41 -1.47
H 0.22 -1.56 -0.70
H 0.04 0.79 1.19
H -0.22 1.24 -0.56
H -1.59 -1.00 1.18
H -2.96 -1.56 -0.41
H -2.32 -0.28 -1.51
H -3.12 1.59 0.51
O -2.87 1.33 -3.08
H -2.91 1.72 -2.20
H -2.05 0.85 -3.25
O 3.35 2.19 2.35
H 2.48 2.47 2.11
H 3.41 1.58 3.08


Record 5
25
Properties=species:S:1:pos:R:3 method="wB97M-V/def2-TZVPD" de_lowest_ev=3.7113 smiles="C[C@H](O)CCNC=O.O.O" e_lumo_ha=0.013 e_tot_ev=-15105.4233 multiplicity=1 max_force_ev_per_a=7.593 e_homo_ev=-9.57
C 1.36 1.89 -1.21
C 0.94 0.77 -0.20
O 1.56 0.90 0.96
C 1.18 -0.68 -0.90
C 0.08 -0.83 -1.98
N -1.36 -0.74 -1.43
C -2.06 -1.66 -0.66
O -3.25 -1.40 -0.40
H 2.46 1.95 -1.06
H 0.84 2.70 -0.91
H 1.34 1.63 -2.21
H -0.22 1.01 0.17
H 2.60 0.79 0.77
H 2.09 -0.77 -1.58
H 1.11 -1.34 -0.11
H -0.01 -1.80 -2.65
H 0.14 -0.05 -2.69
H -1.78 0.06 -1.96
H -1.71 -2.56 -0.40
O 0.54 -1.82 2.41
H 1.08 -1.65 3.14
H 0.73 -1.00 1.89
O 0.12 2.82 2.49
H 0.02 1.87 2.03
H 0.15 3.45 1.66


Record 6
23
Properties=species:S:1:pos:R:3 method="wB97M-V/def2-TZVPD" de_lowest_ev=5.1234 smiles="C=C[Si](C)(C)C.[NH3+][O-]" e_lumo_ha=0.015 e_tot_ev=-16839.9442 multiplicity=1 max_force_ev_per_a=4.261 e_homo_ev=-9.07
C -0.76 -1.95 -0.90
C -0.33 -0.77 -1.33
Si 0.81 0.22 0.00
C 2.54 -0.44 -0.25
C 0.59 -0.07 1.81
C 0.73 2.00 -0.67
H -0.38 -2.39 -0.01
H -1.33 -2.71 -1.64
H -0.73 -0.26 -2.18
H 2.49 -1.52 -0.07
H 2.95 -0.26 -1.24
H 3.31 -0.05 0.41
H 0.04 -1.05 1.99
H 1.51 -0.08 2.31
H 0.02 0.70 2.24
H 0.57 2.78 0.03
H 1.59 2.10 -1.22
H -0.02 2.14 -1.32
N -2.70 0.27 0.37
O -1.78 1.26 0.13
H -2.52 -0.71 0.09
H -2.94 0.25 1.40
H -3.67 0.53 0.04


Number 1: M 121.18 g/mol. Number 2: M 137.18 g/mol. Number 3: M 137.18 g/mol. Number 4: M 169.25 g/mol. Number 5: M 153.18 g/mol. Number 6: M 133.27 g/mol.